1.
16
Properties=species:S:1:pos:R:3:lowdin_charge:R:1 method="wB97M-V/def2-TZVPD" e_above_lowest_ev=1.520 orbital_gap_ev=8.70 fmax_ha_per_bohr=0.0690 spin_multiplicity=1 charge=-1 e_tot_ha=-1513.6148
F -2.55174 0.26567 1.83392 0.03
F -0.95752 -1.17136 2.32719 0.08
S -1.07563 0.35698 -1.60826 0.87
C 1.44512 -0.75318 -1.38338 -0.13
H 1.44507 -1.48846 -0.60157 0.06
O -1.15876 -0.72975 -2.63737 -0.53
H 2.49997 -0.72076 -1.81512 0.09
H 0.70639 -1.10855 -2.19260 0.06
F -0.90286 0.81152 3.24683 0.11
H 1.02822 1.46362 -1.25150 0.07
C 0.73455 0.50330 -0.94877 -0.47
S 0.13602 0.57808 0.74859 0.65
C -1.16233 0.13995 2.11742 -0.59
O 1.27211 0.01033 1.51454 -0.34
O -0.06895 2.04055 0.82173 -0.38
O -1.38964 -0.19794 -0.17165 -0.56

=====

2.
12
Properties=species:S:1:pos:R:3:lowdin_charge:R:1 method="wB97M-V/def2-TZVPD" e_above_lowest_ev=0.000 orbital_gap_ev=6.22 fmax_ha_per_bohr=0.0667 spin_multiplicity=1 e_tot_ha=-2366.9612
Ga 1.82524 1.71261 3.22537 0.87
H 0.37542 2.42831 0.35517 0.06
O -0.50403 -2.30544 -1.95701 0.07
O -1.38186 -0.25152 -1.76362 0.01
O -0.65651 -1.40539 0.03130 -0.04
H 1.77352 1.20981 0.05539 0.06
C 0.85352 1.47247 0.58879 -0.16
C 0.02702 0.39582 0.85598 -0.28
F -1.13201 0.68039 1.53098 0.01
H 0.56293 -0.51701 1.13442 0.10
H -0.84501 -2.18338 -2.85081 0.10
C -0.89824 -1.23667 -1.20597 -0.78

=====

3.
9
Properties=species:S:1:pos:R:3:lowdin_charge:R:1 method="wB97M-V/def2-TZVPD" e_above_lowest_ev=1.471 orbital_gap_ev=10.92 fmax_ha_per_bohr=0.0549 smiles="C=CF.C#N" spin_multiplicity=1 e_tot_ha=-271.2491
H 0.45643 -3.07389 -0.02763 0.04
N 1.49994 -1.40288 -0.83012 0.07
C -0.41572 1.35066 -0.46400 0.01
F -1.53763 0.11902 1.03993 -0.01
H 0.09442 1.29500 1.71251 0.15
C 1.12149 -2.31427 -0.28414 -0.08
H 0.29705 2.05126 -0.67106 0.03
H -0.94617 0.98553 -1.25464 0.04
C -0.56981 0.98958 0.77913 -0.26

=====

4.
11
Properties=species:S:1:pos:R:3:lowdin_charge:R:1 method="wB97M-V/def2-TZVPD" e_above_lowest_ev=3.020 orbital_gap_ev=10.58 fmax_ha_per_bohr=0.1335 smiles=FCc1cnn[nH]1 spin_multiplicity=1 e_tot_ha=-380.7488
F -1.13994 -2.02536 -0.57734 -0.13
H -2.05653 0.45667 -0.23707 0.24
H 1.07977 -2.01446 -0.32005 0.16
C 0.09309 0.06425 -0.10283 -0.34
N 0.40977 2.17817 0.19458 -0.01
H 2.19483 0.79412 0.26214 0.11
H -0.02907 -1.78468 1.24851 0.17
N -0.97980 0.78221 -0.36603 0.00
N -0.76481 2.04642 -0.15439 -0.06
C 0.06956 -1.43766 0.04916 -0.09
C 1.12314 0.94033 0.00331 -0.05

=====

5.
10
Properties=species:S:1:pos:R:3:lowdin_charge:R:1 method="wB97M-V/def2-TZVPD" e_above_lowest_ev=1.221 orbital_gap_ev=11.25 fmax_ha_per_bohr=0.0728 smiles="N=C=O.C=CF" spin_multiplicity=1 e_tot_ha=-346.5239
F 0.43644 -0.40367 0.45146 -0.04
O -2.81896 0.41798 1.98160 0.16
H 0.82980 1.63788 0.29215 0.14
C 1.88396 0.40165 -1.23818 0.02
H 2.58347 1.20482 -1.65437 0.09
C -2.39292 -0.34681 1.23308 -0.44
N -2.24438 -1.37414 0.62665 0.18
H -1.40824 -1.62614 0.12451 0.06
C 0.98896 0.61730 -0.26383 -0.21
H 2.14186 -0.52887 -1.55308 0.02

=====

6.
10
Properties=species:S:1:pos:R:3:lowdin_charge:R:1 method="wB97M-V/def2-TZVPD" e_above_lowest_ev=3.669 orbital_gap_ev="9.10 / 9.10" fmax_ha_per_bohr=0.1832 smiles="FC1=NCCO1" spin_multiplicity=1 e_tot_ha=-346.4339
N 1.40206 -0.41822 0.14689 0.05
F 0.95601 -0.06874 2.58798 0.18
C 0.46061 -0.35721 -0.88056 -0.36
H -1.81195 0.36164 -0.69160 0.12
H 0.11723 -1.41965 -1.16305 0.11
C 0.38402 -0.11807 1.43371 -0.29
H -0.53425 1.50240 -0.26426 0.11
O -0.87177 0.10925 1.13103 0.03
H 0.67471 -0.04883 -1.96709 0.13
C -0.77666 0.45744 -0.33307 -0.08

=====

7.
10
Properties=species:S:1:pos:R:3:lowdin_charge:R:1 method="wB97M-V/def2-TZVPD" e_above_lowest_ev=2.750 orbital_gap_ev=10.22 fmax_ha_per_bohr=0.0647 spin_multiplicity=1 e_tot_ha=-346.4677
H -0.46895 -1.57193 -0.84160 0.13
N -1.62707 -0.65317 0.48493 -0.06
C 1.71501 0.26708 -0.86507 0.06
H -2.72840 0.10909 1.58528 0.09
H 1.84492 -0.49712 -1.67741 0.09
H 2.52107 0.94634 -0.55390 0.07
C 0.62151 0.39159 -0.11231 -0.36
O -1.82967 0.30759 1.38432 -0.02
C -0.55589 -0.62046 -0.22279 -0.08
F 0.50747 1.32099 0.81855 0.08

=====

8.
12
Properties=species:S:1:pos:R:3:lowdin_charge:R:1 method="wB97M-V/def2-TZVPD" e_above_lowest_ev=5.191 orbital_gap_ev=11.47 fmax_ha_per_bohr=0.0838 spin_multiplicity=1 e_tot_ha=-496.9041
O 0.05368 0.45065 -1.22601 0.07
O 2.84651 -0.15408 0.13583 0.14
H -1.20869 0.58481 1.43760 0.11
H -1.74221 -0.58762 -1.24227 0.09
H -1.95178 1.01171 -0.79226 0.10
O 1.50100 -1.80594 0.15402 0.09
C -1.29892 0.21912 -0.81341 -0.05
H -0.85569 -1.02022 1.19079 0.12
C -0.75643 -0.04643 0.67906 0.02
N 1.78764 -0.64025 0.08754 -0.33
C 0.55463 0.39724 -0.01438 -0.47
F 1.07025 1.59102 0.40347 0.11

=====

9.
10
Properties=species:S:1:pos:R:3:lowdin_charge:R:1 method="wB97M-V/def2-TZVPD" e_above_lowest_ev=0.659 orbital_gap_ev=7.74 fmax_ha_per_bohr=0.0347 smiles="N/C=C(/F)C=S" spin_multiplicity=1 e_tot_ha=-669.4749
H -1.87989 -1.73112 0.46565 0.10
C 0.54899 -0.56304 -0.00905 -0.64
H -2.39664 1.05040 -0.27011 0.14
C -0.41751 0.45426 -0.00788 -0.39
C -1.75519 0.18801 -0.09334 -0.10
N -2.38869 -0.99941 -0.00189 0.10
S 2.19443 -0.39243 -0.01033 0.63
H 0.14177 -1.57572 -0.06801 0.05
F -0.12603 1.78985 0.06844 0.02
H -3.37872 -1.05274 0.09667 0.10

=====

10.
10
Properties=species:S:1:pos:R:3:lowdin_charge:R:1 method="wB97M-V/def2-TZVPD" e_above_lowest_ev=2.528 orbital_gap_ev=8.45 fmax_ha_per_bohr=0.0992 spin_multiplicity=1 e_tot_ha=-669.4062
S -1.98418 -1.00630 -1.47638 0.78
C -0.50868 -0.61099 0.60905 -0.22
H 2.22978 1.40772 -0.16028 0.14
H 1.56793 0.61804 1.73521 0.11
H -0.15881 -1.08891 1.59164 0.14
C 0.37629 0.30104 0.00593 -0.53
H -1.62620 0.21963 -1.76430 -0.15
F -0.00518 0.78708 -1.10116 0.04
N -1.36995 -1.38658 -0.00275 -0.38
C 1.47900 0.75928 0.56304 0.07

=====

11.
10
Properties=species:S:1:pos:R:3:lowdin_charge:R:1 method="wB97M-V/def2-TZVPD" e_above_lowest_ev=0.907 orbital_gap_ev=7.81 fmax_ha_per_bohr=0.0958 spin_multiplicity=1 charge=+1 e_tot_ha=-366.6544
C 1.80589 -0.66871 1.92179 0.12
F -0.07981 0.57123 1.85301 0.08
H -1.05751 1.16082 -3.18617 0.10
O 2.85290 -0.78480 2.28214 0.44
C 0.50942 -0.50262 1.35810 -0.16
H 0.49645 -0.14409 0.18638 0.20
H -2.43348 0.79652 -2.22146 0.08
C -1.35704 0.81040 -2.17987 -0.06
O -0.69991 0.29112 -1.29525 -0.03
H -0.03690 -1.52989 1.28134 0.21

=====

12.
10
Properties=species:S:1:pos:R:3:lowdin_charge:R:1 method="wB97M-V/def2-TZVPD" e_above_lowest_ev=1.509 orbital_gap_ev=9.02 fmax_ha_per_bohr=0.0859 spin_multiplicity=1 charge=+1 e_tot_ha=-366.6322
C -0.28415 -0.20642 1.55033 -0.20
H 0.47372 0.30038 -1.01106 0.15
O -1.02393 0.12202 0.31113 0.07
F 0.20245 -2.51080 0.33184 0.05
C 0.62332 -2.00952 1.44751 0.01
H -1.34067 0.40227 -1.71646 0.16
O 0.04725 0.71240 2.18439 0.21
C -0.61544 0.33643 -0.87546 0.26
H 0.18401 -2.52473 2.36582 0.15
H 1.72249 -1.73165 1.43367 0.15